# 1
DFT (ωB97M-V/def2-TZVPD) results for the molecule C4H10S at a distorted geometry.

Cartesian coordinates (Å):
C1 -0.27760 0.98183 -0.73481
C2 -0.75394 0.99273 0.72628
H1 -0.93512 0.25253 -1.22133
H2 2.25103 -1.41473 -0.50226
H3 1.46126 -1.63209 -2.05214
H4 -0.25965 1.79133 1.21793
S1 1.37869 0.63546 -1.22014
H5 -0.63595 1.98023 -1.07384
H6 -1.74942 1.39982 0.56753
H7 -1.28007 -1.10542 0.97870
C3 1.38830 -1.10270 -1.11228
H8 0.40974 -0.67792 1.17688
H9 0.50794 -1.37084 -0.56781
H10 -0.88883 -0.40402 2.42186
C4 -0.61636 -0.32620 1.39543

**Energy above the lowest of the compared OMol25 structures with the same formula, charge and spin**: 59.9 kJ/mol
**Maximum force**: 2.2 eV Å⁻¹
**SMILES**: CCCSC
**LUMO energy**: 1.1 eV
**E**: -15144.74665 eV
**E_HOMO**: -0.3078 hartree

Results of the Löwdin charge analysis, in e, for atoms 1 through 5:
1. C -0.5715
2. C -0.3193
3. H 0.0792
4. H 0.0455
5. H 0.0354

# 2
DFT (ωB97M-V/def2-TZVPD) results for the molecule C4H10S at a distorted geometry.

Cartesian coordinates (Å):
H1 -1.02794 1.43150 1.12775
H2 0.67786 -1.58292 0.72581
H3 -1.06039 -1.51225 0.92201
H4 0.53759 -2.03716 -1.56401
H5 1.16309 3.00013 1.51691
H6 -1.22557 -2.29878 -1.51241
C1 -0.22649 -1.37239 0.22939
C2 -0.29786 -2.39971 -0.94048
H7 1.90072 1.40238 0.78363
H8 -0.40460 2.30401 -0.37464
H9 -0.16028 -3.45238 -0.70182
C3 -0.17161 1.54654 0.45916
S1 -0.26854 0.17986 -0.60836
H10 1.19819 1.49257 2.29717
C4 1.14561 1.95474 1.33751

**Energy above the lowest of the compared OMol25 structures with the same formula, charge and spin**: 93.5 kJ/mol
**Maximum force**: 3.7 eV Å⁻¹
**SMILES**: CCSCC
**LUMO energy**: 1.1 eV
**E**: -15144.39808 eV
**E_HOMO**: -0.3080 hartree

Results of the Löwdin charge analysis, in e, for atoms 1 through 5:
1. H 0.0510
2. H 0.0525
3. H 0.0750
4. H 0.0519
5. H 0.0457

# 3
DFT (ωB97M-V/def2-TZVPD) results for a 2-piece molecular cluster, C4H10S overall at a distorted geometry.

Cartesian coordinates (Å):
C1 1.49049 -0.93146 1.95894
H1 1.69684 -1.39279 2.92190
C2 2.70276 -0.52248 1.13311
C3 -2.79195 -0.08577 -3.25512
C4 -2.74716 0.38408 -4.48882
H2 -2.97006 -0.29294 -5.30156
H3 -2.92650 -1.14257 -3.05196
H4 2.42140 -0.34597 0.10619
H5 3.47142 -1.28394 1.27172
H6 0.85846 1.22564 1.19981
H7 -2.31934 0.43815 -2.43095
S1 0.35572 0.51607 2.21335
H8 0.81879 -1.59164 1.42575
H9 -2.65590 1.45015 -4.66884
H10 3.14214 0.35509 1.59311

**Energy above the lowest of the compared OMol25 structures with the same formula, charge and spin**: 135.1 kJ/mol
**Maximum force**: 1.7 eV Å⁻¹
**SMILES**: C=C.CCS
**LUMO energy**: 0.9 eV
**E**: -15143.96710 eV
**E_HOMO**: -0.3293 hartree

Results of the Löwdin charge analysis, in e, for atoms 1 through 5:
1. C -0.5930
2. H 0.0611
3. C -0.1859
4. C -0.0914
5. C -0.0838

# 4
DFT (ωB97M-V/def2-TZVPD) results for the molecule C4H10S at a distorted geometry.

Cartesian coordinates (Å):
H1 -0.49754 0.28652 -2.04744
S1 0.21254 -2.01884 -0.53692
C1 0.09013 -0.18888 0.09413
H2 -1.01342 1.53499 -0.83563
H3 2.26557 -0.45195 -0.07759
C2 1.51812 0.34432 0.08054
H4 1.82216 0.64837 1.12221
C3 -0.85140 0.49472 -1.04139
H5 -0.41932 -0.94641 2.05807
H6 -0.19658 0.69355 1.82038
H7 1.56918 1.18168 -0.66661
H8 -1.86074 0.07498 -0.86850
H9 -1.64195 0.23443 1.28550
C4 -0.65481 -0.13534 1.37604
H10 -0.34194 -1.75215 -1.76278

**Energy above the lowest of the compared OMol25 structures with the same formula, charge and spin**: 0.0 kJ/mol
**Maximum force**: 4.7 eV Å⁻¹
**2S+1**: 3
**LUMO energy (alpha / beta)**: 0.8 / -2.5 eV
**E**: -15139.78268 eV
**E_HOMO (alpha / beta)**: -0.1554 / -0.3818 hartree

Results of the Löwdin charge analysis, in e, for atoms 1 through 5:
1. H 0.0458
2. S 0.7667
3. C -0.8333
4. H 0.0629
5. H 0.0459